Arrangement one

Molecular formula: C4H9N3
Method: DFT, ωB97M-V with the def2-TZVPD basis set

CARTESIAN COORDINATES (ANGSTROEM)
C  0.399  0.322  -0.159
C  -0.855  1.234  -0.214
C  -1.934  0.302  0.340
C  -1.498  -1.004  -0.052
H  3.344  0.019  0.360
H  2.406  -0.883  -0.652
H  -0.890  1.314  -1.327
H  -0.735  2.186  0.217
H  -3.039  0.555  0.200
H  -1.856  0.481  1.398
H  -1.801  -1.699  0.772
H  -2.130  -1.341  -0.872
H  0.413  -1.526  0.356
N  2.428  -0.361  0.235
N  1.580  0.713  0.053
N  -0.062  -0.957  -0.281

Properties
* frontier orbital gap: 9.28 eV

Arrangement two

Molecular formula: C4H9N3
Method: DFT, ωB97M-V with the def2-TZVPD basis set

CARTESIAN COORDINATES (ANGSTROEM)
C  -0.337  -2.037  0.095
C  1.436  1.489  -0.356
C  -0.522  -0.626  -0.380
N  -1.611  0.039  1.509
C  0.598  0.935  -1.471
N  -1.160  0.340  0.254
N  0.041  -0.255  -1.553
H  -0.885  0.198  2.210
H  -2.373  0.673  1.749
H  0.711  1.474  -2.425
H  0.163  -2.631  -0.673
H  0.279  -2.057  0.998
H  -1.309  -2.482  0.320
H  2.461  1.620  -0.718
H  1.056  2.476  -0.080
H  1.453  0.844  0.523

Properties
* frontier orbital gap (alpha / beta): 8.93 / 8.93 eV

Arrangement three

Molecular formula: C4H9N3
Method: DFT, ωB97M-V with the def2-TZVPD basis set

CARTESIAN COORDINATES (ANGSTROEM)
C  -1.217  0.268  -0.066
C  -0.831  -1.024  -0.317
C  2.357  0.392  -0.240
C  1.330  -0.473  0.617
N  -2.513  0.608  -0.024
N  -3.479  -0.251  0.290
N  0.414  -1.329  -0.056
H  -0.702  1.199  -0.385
H  1.858  1.337  -0.541
H  3.371  0.588  0.207
H  2.595  -0.136  -1.280
H  2.086  -0.947  1.269
H  0.950  0.260  1.378
H  -2.628  1.598  -0.330
H  -4.376  0.055  -0.003
H  0.784  -2.143  -0.517

Properties
* frontier orbital gap (alpha / beta): 7.55 / 7.70 eV

Each structure's energy above the most stable one, in eV: arrangement one 0.000; arrangement two 0.585; arrangement three 3.719.

Arrangement one

Molecular formula: C21H29N5O2
Method: DFT, ωB97M-V with the def2-TZVPD basis set

CARTESIAN COORDINATES (ANGSTROEM)
C  -3.383  -3.529  1.344
H  -4.161  -3.709  2.080
H  -2.417  -3.722  1.803
H  -3.516  -4.222  0.516
C  -3.461  -2.087  0.847
N  -2.454  -1.817  -0.146
C  -1.180  -1.398  0.057
N  -0.513  -1.325  -1.070
C  -1.382  -1.708  -2.046
C  -2.586  -2.020  -1.494
H  -3.505  -2.354  -1.930
H  -1.079  -1.731  -3.073
C  -0.618  -1.066  1.394
N  0.708  -0.524  1.242
C  1.186  0.393  2.103
O  0.583  0.748  3.099
C  2.577  0.928  1.789
H  3.219  0.629  2.624
H  2.527  2.018  1.810
C  3.252  0.417  0.507
N  2.395  0.453  -0.669
C  3.006  -0.265  -1.767
C  2.954  -1.746  -1.418
N  3.610  -1.935  -0.146
C  3.784  -0.994  0.799
O  4.374  -1.240  1.832
H  3.939  -2.859  0.094
H  3.465  -2.344  -2.177
H  1.902  -2.056  -1.363
H  2.436  -0.089  -2.677
H  4.052  0.049  -1.936
C  1.915  1.780  -1.012
C  0.771  1.714  -2.027
H  0.266  0.754  -1.910
H  1.160  1.782  -3.045
C  -0.249  2.843  -1.810
C  -1.132  2.547  -0.632
C  -0.854  3.046  0.634
C  -1.653  2.722  1.717
C  -2.758  1.908  1.541
C  -3.058  1.421  0.280
C  -2.244  1.728  -0.794
H  -2.476  1.335  -1.774
H  -3.934  0.805  0.131
H  -3.389  1.663  2.384
H  -1.409  3.099  2.698
H  -0.012  3.709  0.777
H  -0.867  2.933  -2.706
H  0.277  3.789  -1.665
H  1.527  2.221  -0.095
H  2.729  2.425  -1.387
H  4.160  1.037  0.349
H  1.105  -0.563  0.305
H  -0.581  -1.968  2.024
H  -1.246  -0.327  1.912
H  -3.323  -1.394  1.680
H  -4.441  -1.904  0.398

Properties
* frontier orbital gap: 9.41 eV

Arrangement two

Molecular formula: C21H29N5O2
Method: DFT, ωB97M-V with the def2-TZVPD basis set

CARTESIAN COORDINATES (ANGSTROEM)
O  0.380  1.812  0.762
C  0.604  1.127  -0.201
N  1.800  0.472  -0.431
C  1.868  -0.157  -1.652
O  2.837  -0.744  -2.067
C  0.546  0.047  -2.360
H  0.130  -0.920  -2.646
C  -0.301  0.869  -1.384
H  -1.220  0.395  -1.036
C  -0.587  2.165  -2.163
H  -0.905  2.984  -1.522
C  0.722  2.357  -2.932
H  0.669  3.165  -3.659
H  1.587  2.510  -2.289
C  0.677  0.975  -3.583
H  1.508  0.710  -4.234
C  -0.690  1.010  -4.277
H  -1.082  0.010  -4.456
H  -0.611  1.516  -5.239
C  -1.563  1.818  -3.293
H  -2.413  1.244  -2.927
H  -1.944  2.726  -3.759
C  2.921  0.556  0.483
C  2.695  -0.199  1.793
H  1.675  -0.014  2.130
C  2.942  -1.706  1.709
H  3.021  -2.097  2.726
H  3.896  -1.897  1.214
C  1.853  -2.467  0.950
N  0.519  -2.074  1.359
C  -0.495  -2.479  0.405
H  -0.434  -3.560  0.176
C  -1.894  -2.156  0.969
N  -1.796  -1.183  2.023
C  -2.123  0.111  1.844
N  -1.892  0.947  2.867
C  -2.238  2.204  2.700
C  -2.850  2.669  1.543
C  -3.057  1.722  0.554
N  -2.700  0.458  0.683
H  -3.523  1.978  -0.391
H  -3.137  3.699  1.419
H  -2.023  2.862  3.533
C  -1.018  -1.606  3.164
H  -0.646  -0.704  3.652
C  0.139  -2.500  2.691
H  -0.160  -3.564  2.701
H  0.982  -2.385  3.370
H  -1.656  -2.150  3.871
H  -2.548  -1.760  0.194
H  -2.348  -3.061  1.388
H  -0.319  -1.929  -0.521
H  1.945  -2.252  -0.116
H  2.016  -3.554  1.078
H  3.379  0.220  2.533
H  3.076  1.616  0.708
H  3.791  0.164  -0.051

Properties
* frontier orbital gap: 8.87 eV

Arrangement three

Molecular formula: C21H29N5O2
Method: DFT, ωB97M-V with the def2-TZVPD basis set

CARTESIAN COORDINATES (ANGSTROEM)
C  -7.791  5.183  0.876
C  -6.862  4.073  1.254
C  -5.585  4.168  1.842
N  -5.032  2.978  2.028
N  -5.936  2.105  1.574
C  -5.618  0.693  1.548
C  -4.723  0.322  0.373
C  -4.343  -1.153  0.437
N  -3.545  -1.661  -0.697
C  -2.267  -1.022  -0.808
O  -2.122  0.064  -1.312
C  -1.144  -1.798  -0.172
C  0.175  -1.050  -0.134
C  0.827  -0.839  -1.522
C  2.245  -1.397  -1.374
N  2.494  -1.340  0.063
C  3.650  -2.100  0.488
C  4.943  -1.516  -0.026
C  5.162  -0.141  0.020
C  6.351  0.397  -0.437
C  7.354  -0.431  -0.933
C  8.619  0.216  -1.411
N  9.721  -0.590  -1.476
O  8.659  1.385  -1.739
C  7.136  -1.802  -0.989
C  5.936  -2.337  -0.544
C  1.250  -1.796  0.657
C  -7.045  2.718  1.102
H  -8.825  4.839  0.847
H  -7.734  6.001  1.594
H  -7.551  5.591  -0.108
H  -5.053  5.058  2.143
H  -5.126  0.455  2.493
H  -6.560  0.143  1.512
H  -5.245  0.532  -0.565
H  -3.835  0.954  0.391
H  -3.784  -1.350  1.357
H  -5.243  -1.770  0.489
H  -4.054  -1.403  -1.541
H  -1.479  -2.091  0.829
H  -1.051  -2.739  -0.725
H  0.009  -0.076  0.328
H  0.276  -1.353  -2.310
H  0.840  0.218  -1.780
H  2.288  -2.444  -1.726
H  2.997  -0.833  -1.924
H  3.668  -2.101  1.583
H  3.575  -3.155  0.169
H  4.378  0.501  0.402
H  6.525  1.464  -0.420
H  9.756  -1.450  -0.960
H  10.591  -0.136  -1.695
H  7.881  -2.461  -1.418
H  5.765  -3.405  -0.612
H  1.226  -1.585  1.728
H  1.126  -2.889  0.525
H  -7.872  2.152  0.705

Properties
* frontier orbital gap: 9.58 eV

Each structure's energy above the most stable one, in eV: arrangement one 0.113; arrangement two 0.000; arrangement three 1.421.

Arrangement one

Molecular formula: C21H28Br4CsN5O6S3
Method: DFT, ωB97M-V with the def2-TZVPD basis set

CARTESIAN COORDINATES (ANGSTROEM)
Cs  1.900  1.539  -0.103
N  -1.325  -0.141  0.494
C  -2.179  -1.037  1.260
C  -1.621  -1.208  2.662
N  -0.184  -1.490  2.657
C  0.370  -1.192  3.979
C  1.886  -1.173  3.968
N  2.351  -0.304  2.891
H  -1.087  0.689  1.038
H  -1.749  0.153  -0.376
H  -2.216  -2.004  0.746
H  -3.215  -0.683  1.359
H  -2.147  -2.021  3.174
H  -1.818  -0.282  3.219
H  0.230  -0.831  2.001
H  0.011  -1.943  4.690
H  0.017  -0.209  4.323
H  2.271  -2.188  3.807
H  2.222  -0.853  4.963
H  3.280  0.052  3.074
H  1.727  0.507  2.817
Br  -1.988  5.578  5.400
C  -0.688  5.044  4.119
C  0.202  5.953  3.594
Br  0.159  7.775  4.138
C  1.151  5.518  2.651
Br  2.405  6.736  1.893
C  1.264  4.191  2.191
O  2.134  3.825  1.338
C  0.306  3.211  2.757
O  0.334  1.975  2.390
C  -0.615  3.701  3.691
Br  -1.838  2.407  4.383
C  -3.926  -1.368  -4.525
C  -2.666  -2.123  -4.119
S  -2.055  -1.710  -2.461
C  -0.408  -1.053  -2.815
C  -0.366  0.278  -3.548
S  -1.025  1.644  -2.544
C  -2.437  2.247  -3.492
C  -3.658  1.329  -3.575
S  -3.692  0.331  -5.103
H  -4.658  -1.371  -3.716
H  -4.394  -1.875  -5.373
H  -1.868  -1.940  -4.840
H  -2.880  -3.195  -4.140
H  0.164  -1.802  -3.368
H  0.070  -0.969  -1.838
H  -0.919  0.247  -4.487
H  0.681  0.502  -3.754
H  -2.111  2.545  -4.490
H  -2.715  3.164  -2.967
H  -4.567  1.932  -3.566
H  -3.684  0.652  -2.723
O  5.270  -3.558  -2.231
C  4.530  -4.098  -1.292
O  4.739  -5.219  -0.861
C  3.385  -3.295  -0.782
C  2.609  -3.714  0.278
N  1.688  -2.764  0.493
N  1.802  -1.744  -0.358
C  2.824  -2.036  -1.150
C  3.250  -1.056  -2.232
O  4.328  -1.325  -2.835
O  2.515  -0.077  -2.435
H  4.936  -2.591  -2.456
H  2.679  -4.610  0.872
H  1.007  -2.674  1.246

Properties
* net charge: -2
* frontier orbital gap: 4.60 eV

Arrangement two

Molecular formula: C21H28Br4CsN5O6S3
Method: DFT, ωB97M-V with the def2-TZVPD basis set

CARTESIAN COORDINATES (ANGSTROEM)
Cs  -0.646  0.661  0.496
N  0.531  -2.369  2.589
C  0.896  -3.158  1.412
C  2.239  -2.720  0.856
N  2.128  -1.473  0.106
C  3.429  -0.959  -0.278
C  3.285  0.307  -1.105
N  2.428  1.250  -0.394
H  0.416  -1.378  2.393
H  -0.370  -2.669  2.941
H  0.981  -4.201  1.735
H  0.159  -3.133  0.598
H  2.947  -2.634  1.696
H  2.622  -3.478  0.164
H  1.664  -0.774  0.676
H  4.060  -0.747  0.604
H  3.944  -1.727  -0.863
H  4.284  0.694  -1.351
H  2.790  0.058  -2.048
H  2.828  1.529  0.497
H  2.249  2.073  -0.953
Br  0.703  2.436  7.866
C  -0.090  1.673  6.318
C  -1.331  1.068  6.384
Br  -2.270  0.979  8.033
C  -1.888  0.525  5.212
Br  -3.606  -0.310  5.243
C  -1.263  0.560  3.953
O  -1.775  0.093  2.883
C  0.067  1.179  3.892
O  0.675  1.213  2.765
C  0.580  1.718  5.081
Br  2.296  2.544  4.919
C  -0.437  -4.435  -4.583
C  0.961  -3.980  -4.196
S  1.188  -3.042  -2.655
C  0.242  -1.517  -2.940
C  -1.281  -1.602  -2.904
S  -1.861  -2.438  -1.393
C  -3.173  -3.578  -1.942
C  -2.932  -4.382  -3.211
S  -1.368  -5.328  -3.281
H  -0.370  -5.117  -5.433
H  -1.048  -3.588  -4.890
H  1.382  -3.387  -5.013
H  1.610  -4.844  -4.039
H  0.558  -1.060  -3.879
H  0.601  -0.879  -2.132
H  -1.685  -2.128  -3.766
H  -1.670  -0.587  -2.911
H  -4.100  -3.012  -2.050
H  -3.280  -4.242  -1.083
H  -2.963  -3.751  -4.098
H  -3.735  -5.113  -3.322
O  -2.623  4.750  -4.553
C  -2.745  5.472  -3.472
O  -3.255  6.580  -3.461
C  -2.248  4.875  -2.197
C  -2.274  5.520  -0.984
N  -1.731  4.681  -0.084
N  -1.347  3.523  -0.626
C  -1.653  3.612  -1.910
C  -1.363  2.418  -2.776
O  -1.626  2.563  -4.015
O  -0.899  1.391  -2.271
H  -2.144  3.809  -4.364
H  -2.645  6.502  -0.748
H  -1.601  4.823  0.903

Properties
* net charge: -2
* frontier orbital gap: 4.32 eV

Each structure's energy above the most stable one, in eV: arrangement one 0.000; arrangement two 1.010.

Arrangement one

Molecular formula: C4H10NO2P
Method: DFT, ωB97M-V with the def2-TZVPD basis set

CARTESIAN COORDINATES (ANGSTROEM)
C  0.291  0.042  0.806
C  -2.578  0.287  -1.624
C  -0.334  0.205  -0.346
C  -1.496  -0.682  -0.934
N  3.131  -0.268  0.819
O  1.159  1.194  1.139
O  -1.051  -1.643  -1.800
P  2.505  0.711  1.791
H  0.235  -0.664  1.666
H  -3.254  -0.459  -1.809
H  -3.034  0.943  -0.829
H  -2.185  0.754  -2.591
H  -0.006  0.981  -0.969
H  -2.089  -1.175  0.001
H  4.028  -0.524  0.938
H  -0.183  -2.029  -1.568
H  2.907  1.892  2.177
H  1.954  0.434  3.134

Properties
* frontier orbital gap: 10.47 eV

Arrangement two

Molecular formula: C4H10NO2P
Method: DFT, ωB97M-V with the def2-TZVPD basis set

CARTESIAN COORDINATES (ANGSTROEM)
C  0.552  1.567  -0.258
C  1.518  0.499  0.245
C  -0.435  0.690  -0.967
C  0.710  -1.929  0.051
N  0.560  -0.631  0.547
O  -1.814  0.402  1.412
O  -2.494  -1.131  -0.572
P  -1.935  0.220  -0.193
H  0.127  2.127  0.534
H  1.054  2.441  -0.866
H  2.237  0.395  -0.592
H  2.121  0.799  1.065
H  -0.216  0.106  -1.906
H  1.280  -2.543  0.878
H  -0.286  -2.188  -0.292
H  1.475  -1.836  -0.717
H  -1.825  -0.398  1.968
H  -2.629  1.409  -0.336

Properties
* frontier orbital gap (alpha / beta): 8.51 / 8.77 eV

Each structure's energy above the most stable one, in eV: arrangement one 0.000; arrangement two 0.168.

Arrangement one

Molecular formula: H20O10
Method: DFT, ωB97M-V with the def2-TZVPD basis set

CARTESIAN COORDINATES (ANGSTROEM)
H  -0.032  0.114  -0.358
H  -1.357  0.804  -0.186
H  1.163  1.424  -0.353
H  -0.202  1.776  0.474
H  4.956  0.106  -1.960
H  4.407  -1.063  -1.116
H  -1.430  3.846  1.216
H  -0.477  3.668  2.427
H  -0.346  0.720  1.814
H  -1.311  1.278  2.841
H  -4.072  0.095  -1.191
H  -3.241  1.061  -0.425
H  2.420  -0.316  2.935
H  0.983  -0.129  2.472
H  -2.771  -1.988  0.515
H  -2.612  -0.742  -0.336
H  0.320  -1.643  -4.019
H  0.467  -2.277  -5.533
H  2.510  -3.070  -0.276
H  1.054  -2.871  0.085
O  -0.893  0.078  0.093
O  0.694  1.302  0.466
O  4.341  -0.106  -1.171
O  -0.972  3.192  1.821
O  -0.541  1.455  2.388
O  -3.644  0.986  -1.245
O  1.723  -0.763  2.483
O  -3.324  -1.276  0.189
O  0.267  -2.449  -4.544
O  1.921  -3.210  0.493

Properties
* frontier orbital gap: 9.48 eV

Arrangement two

Molecular formula: H20O10
Method: DFT, ωB97M-V with the def2-TZVPD basis set

CARTESIAN COORDINATES (ANGSTROEM)
H  -0.817  0.011  -0.083
H  -1.285  1.403  -0.474
H  1.742  -2.981  3.136
H  1.084  -2.255  1.975
H  -2.481  -2.462  3.425
H  -1.161  -1.811  3.047
H  4.089  0.792  -1.482
H  2.615  0.440  -1.356
H  -2.492  -3.120  -2.722
H  -1.127  -2.472  -2.891
H  1.728  -1.874  -1.589
H  3.063  -2.482  -1.192
H  -1.730  -2.595  0.021
H  -1.858  -1.214  -0.602
H  1.757  5.236  0.141
H  2.093  3.836  -0.347
H  -5.365  3.158  0.069
H  -6.355  4.250  -0.299
H  2.497  2.437  0.605
H  3.904  1.926  0.869
O  -0.935  0.586  -0.848
O  1.816  -2.186  2.597
O  -1.957  -2.194  2.662
O  3.472  0.280  -0.945
O  -1.849  -2.867  -3.394
O  2.487  -1.731  -1.013
O  -2.316  -1.831  -0.020
O  2.481  4.709  -0.215
O  -6.179  3.578  0.368
O  2.993  1.628  0.775

Properties
* frontier orbital gap: 8.89 eV

Each structure's energy above the most stable one, in eV: arrangement one 3.078; arrangement two 0.000.